(1)
The following is a DFT calculation (the ωB97M-V functional and the def2-TZVPD basis) of a structure of composition C19H35GeNO4Si2SnTe in a non-equilibrium geometry.

As for the charge: -2. Its max |F| is 1.637 eV/A. The LUMO energy is 3.77 eV. Its energy relative to the best compared isomer or geometry (same formula, charge and spin) is 1.007 eV.

Positions of all 64 atoms, in Å:
Sn1 -0.0557 -0.0141 -0.1288
O1 -3.5107 6.2999 -0.1648
C1 -3.8082 5.3700 0.6014
O2 -4.5673 5.3692 1.5761
C2 -3.0985 4.0114 0.2844
C3 -2.2252 3.9269 -0.7999
C4 -1.5099 2.7709 -1.0007
N1 -1.6316 1.7069 -0.2117
C5 -2.5010 1.7485 0.7972
C6 -3.2490 2.8810 1.0726
C7 -2.5902 0.5254 1.6863
O3 -3.5341 0.4215 2.4616
O4 -1.6448 -0.3115 1.5749
H1 -2.1101 4.7962 -1.4341
H2 -0.7949 2.6530 -1.8056
H3 -3.9074 2.8821 1.9270
C8 6.1304 1.7665 2.9309
Si1 6.0418 0.0929 2.0157
C9 7.8468 -0.5677 1.9242
C10 5.0990 -1.1616 3.0965
C11 5.2361 0.2719 0.3262
Te1 2.9119 0.1947 0.2818
C12 2.8459 2.2957 0.8470
Si2 1.9698 2.8241 2.4581
C13 0.1121 3.1490 2.2738
C14 2.2097 1.5569 3.8670
C15 2.7868 4.4870 2.9666
H4 6.6481 1.6781 3.8832
H5 5.1313 2.1379 3.1258
H6 6.6488 2.5161 2.3390
H7 8.2907 -0.6241 2.9145
H8 8.4845 0.0657 1.3158
H9 7.8740 -1.5647 1.4969
H10 5.5544 -1.3026 4.0740
H11 5.0541 -2.1294 2.6049
H12 4.0777 -0.8275 3.2441
H13 5.5328 -0.5485 -0.3226
H14 5.5288 1.1913 -0.1721
H15 2.3897 2.8300 0.0169
H16 3.8895 2.5915 0.8821
H17 -0.4402 2.2167 2.3013
H18 -0.1273 3.6477 1.3383
H19 -0.2721 3.7759 3.0738
H20 1.8101 0.5932 3.5619
H21 1.6683 1.8719 4.7557
H22 3.2525 1.4210 4.1407
H23 2.6598 5.2271 2.1824
H24 3.8517 4.3772 3.1482
H25 2.3337 4.8863 3.8685
C16 -0.2722 -4.4361 -2.8314
Ge1 -0.1320 -3.0682 -1.3427
C17 -1.1988 -3.8987 0.1321
C18 1.7500 -3.3290 -0.7387
C19 -0.5094 -1.2125 -1.8453
H26 -0.0383 -5.4187 -2.4275
H27 0.4298 -4.2273 -3.6324
H28 -1.2689 -4.4819 -3.2597
H29 -0.8659 -4.9031 0.3751
H30 -2.2532 -3.9368 -0.1251
H31 -1.0991 -3.2715 1.0113
H32 1.9783 -4.3800 -0.5813
H33 1.9077 -2.8056 0.2002
H34 2.4588 -2.9299 -1.4582
H35 -1.5764 -1.1748 -2.1140

(2)
The following is a DFT calculation (the ωB97M-V functional and the def2-TZVPD basis) of a cluster of 2 separate species, C19H35N6O4S2 in total in a non-equilibrium geometry.

As for the charge: +1. Its max |F| is 3.544 eV/A. The LUMO energy is -3.34 eV.

Positions of all 66 atoms, in Å:
C1 -2.9328 -4.5119 3.0065
C2 -3.1939 -5.2803 1.9185
C3 -2.4380 -4.9864 0.6120
N1 -2.8301 -3.7283 -0.0157
N2 -3.9691 -3.0821 0.3107
C4 -4.1162 -1.9443 -0.3505
C5 -5.2387 -0.9414 -0.2856
C6 -4.6844 0.4743 -0.5394
O1 -3.7504 0.8637 0.0791
O2 -5.2514 1.2631 -1.4746
N3 -3.0572 -1.8101 -1.1690
C7 -2.2959 -2.9132 -0.9694
N4 -1.1780 -3.1241 -1.6483
C8 -0.2797 -4.2726 -1.5748
C9 0.9118 -4.1070 -0.5493
C10 1.3036 -2.6299 -0.2719
S1 1.7323 -1.7377 -1.8294
C11 2.5148 -0.1282 -1.3786
S2 4.1380 -0.0086 -1.5083
N5 1.8135 1.0226 -0.9121
C12 1.3435 1.8949 -2.0012
C13 -0.0758 1.5180 -2.5302
O3 -0.9845 1.5406 -1.4335
C14 -0.6423 0.4552 -0.5877
C15 0.7472 0.7236 0.0513
H1 -3.7291 -4.0161 3.5809
H2 -1.8777 -4.3496 3.2815
H3 -3.9643 -6.0602 2.0088
H4 -2.6729 -5.8240 -0.0773
H5 -1.3582 -5.0652 0.8343
H6 -4.6945 -3.3476 0.9657
H7 -5.7925 -0.9591 0.6674
H8 -5.9620 -1.1665 -1.0972
H9 -4.5432 1.8574 -1.7811
H10 -0.9332 -2.4058 -2.3252
H11 0.2125 -4.3474 -2.5631
H12 -0.8050 -5.2349 -1.4495
H13 1.7965 -4.5592 -1.0436
H14 0.7580 -4.6861 0.3787
H15 0.5475 -2.0975 0.3306
H16 2.2371 -2.6703 0.3258
H17 1.2247 2.9078 -1.5559
H18 2.0706 2.0132 -2.8209
H19 -0.3675 2.2029 -3.3440
H20 -0.0429 0.4899 -2.9539
H21 -1.3637 0.3435 0.2448
H22 -0.6893 -0.4814 -1.1708
H23 0.6206 1.6424 0.6665
H24 1.0515 -0.0576 0.7736
C16 3.6465 5.3211 2.9130
C17 3.4271 5.9065 1.5216
C18 2.7078 4.9471 0.5574
O4 3.5269 3.9146 0.0333
C19 3.6868 2.7929 0.8848
N6 4.7167 6.3507 0.9845
H25 4.4575 4.5930 2.9356
H26 3.9095 6.1118 3.6168
H27 2.7395 4.8364 3.2829
H28 2.7869 6.7865 1.6388
H29 2.3818 5.5269 -0.3117
H30 1.7997 4.5272 1.0117
H31 2.7825 2.5869 1.4661
H32 4.5406 2.9372 1.5513
H33 3.8997 1.9281 0.2537
H34 4.5586 6.8296 0.1014
H35 5.2377 5.5180 0.7167

(3)
The following is a DFT calculation (the ωB97M-V functional and the def2-TZVPD basis) of a cluster of 3 separate species, C19H36BF2N2O15P2 in total in a non-equilibrium geometry.

As for the charge: -1. Its max |F| is 5.218 eV/A. The LUMO energy is 1.81 eV. Its energy relative to the best compared isomer or geometry (same formula, charge and spin) is 0.000 eV.

Positions of all 77 atoms, in Å:
C1 4.5368 -1.4976 0.1281
C2 3.1647 -1.2570 -0.4847
O1 2.7798 -2.3488 -1.3273
C3 1.8568 -1.9362 -2.3214
C4 0.5035 -1.4486 -1.7645
O2 0.1885 -0.1643 -2.2999
C5 0.0700 0.9031 -1.4250
F1 0.7324 0.7858 -0.2250
O3 0.7821 1.8839 -2.0758
B1 0.2780 3.2201 -1.7942
C6 1.1354 3.9168 -0.5813
C7 2.5429 3.4206 -0.4462
O4 3.3994 4.0492 0.1452
O5 0.2869 4.1332 -3.0149
C8 1.4126 4.1706 -3.6038
N1 2.4794 4.1751 -4.0577
O6 -1.1263 2.9268 -1.4606
C9 -1.3782 1.5850 -1.3532
C10 -2.3178 1.5172 -0.1316
C11 -2.0442 0.5456 1.0088
C12 -1.7702 -0.9081 0.6289
F2 -1.0976 1.0354 1.9067
O7 -1.9837 1.2937 -2.6890
C13 -2.8276 0.3302 -2.6680
N2 -3.4550 -0.6415 -2.7198
H1 4.7472 -2.5576 0.2639
H2 4.5344 -1.0533 1.1263
H3 5.3362 -0.9970 -0.4148
H4 2.4417 -1.1994 0.3338
H5 3.1426 -0.3295 -1.0620
H6 1.6837 -2.8225 -2.9333
H7 2.3054 -1.1754 -2.9685
H8 0.4701 -1.5362 -0.6844
H9 -0.2461 -2.1452 -2.1523
H10 1.1535 5.0065 -0.6556
H11 0.6158 3.6902 0.3581
H12 2.8526 2.4736 -0.9143
H13 -3.3671 1.3660 -0.3976
H14 -2.2924 2.5068 0.3162
H15 -2.9701 0.5298 1.5924
H16 -2.4496 -1.5719 1.1606
H17 -0.7686 -1.1477 0.9883
H18 -1.8261 -1.0966 -0.4409
C14 -10.4734 -3.1540 -0.0094
O8 -9.2089 -3.7455 -0.2866
P1 -7.9690 -2.8287 -0.7983
O9 -7.5923 -2.0348 0.3856
O10 -8.7993 -1.9432 -1.8880
C15 -9.7539 -2.5029 -2.7823
O11 -6.6771 -2.9027 -1.7464
C16 -5.3937 -2.5151 -1.2152
H19 -10.8216 -3.5791 0.9300
H20 -10.4035 -2.0719 0.0845
H21 -11.1880 -3.4132 -0.7903
H22 -10.6967 -1.9679 -2.6608
H23 -9.9260 -3.5636 -2.5983
H24 -9.4102 -2.3626 -3.8071
H25 -5.1918 -3.0107 -0.2676
H26 -5.3626 -1.4379 -1.0982
H27 -4.6422 -2.8151 -1.9377
C17 7.6407 -1.2471 3.2876
O12 6.4999 -0.3979 3.2980
P2 6.6573 1.1958 3.0281
O13 6.9994 1.2921 1.5994
O14 7.9630 1.4416 3.9830
C18 8.0962 0.8659 5.2762
O15 6.0011 2.5948 3.4560
C19 5.5676 3.5091 2.4243
H28 7.3688 -2.1331 2.7169
H29 8.5007 -0.7662 2.8249
H30 7.8894 -1.5548 4.3034
H31 9.0364 0.3135 5.3144
H32 7.2796 0.1845 5.5156
H33 8.1360 1.6608 6.0216
H34 4.9393 3.0203 1.6881
H35 6.4378 3.9514 1.9469
H36 4.9850 4.2872 2.9118

(4)
The following is a DFT calculation (the ωB97M-V functional and the def2-TZVPD basis) of a cluster of 10 separate species, C19H36BrCl18NO4S2 in total in a non-equilibrium geometry.

Its max |F| is 2.265 eV/A. The LUMO energy is 0.29 eV. As for the SMILES: [H]/N=C/C[C@@]1(Br)OS(=O)(=O)O[C@@]1(S)CCCCCC.ClCCl.ClCCl.ClCCl.ClCCl.ClCCl.ClCCl.ClCCl.ClCCl.ClCCl.

Positions of all 81 atoms, in Å:
H1 -1.6353 0.8074 3.9022
N1 -1.5971 0.6182 2.9001
C1 -0.3841 0.4985 2.5585
C2 -0.0883 0.2135 1.0912
C3 0.2221 1.5175 0.3151
Br1 -0.0690 3.1887 1.3865
O1 1.6510 1.5541 0.1558
S1 1.9709 2.4782 -1.1507
O2 2.8754 1.7104 -1.9530
O3 2.4182 3.7992 -0.8419
O4 0.4730 2.5855 -1.7520
C4 -0.4296 1.6762 -1.1229
S2 -2.1158 2.4059 -0.8240
C5 -0.6433 0.3417 -1.8483
C6 -1.3122 0.3813 -3.2373
C7 -0.8150 1.4528 -4.2291
C8 -1.5386 2.8103 -4.1993
C9 -3.0764 2.7031 -4.2904
C10 -3.6234 4.1204 -4.6569
H2 0.4280 0.5578 3.2868
H3 -0.9691 -0.3194 0.7396
H4 0.7692 -0.4449 0.9921
H5 -2.7474 1.2517 -0.5253
H6 -1.3008 -0.2336 -1.1942
H7 0.3127 -0.1958 -1.8604
H8 -1.0781 -0.5868 -3.6946
H9 -2.3998 0.4050 -3.1549
H10 -0.9805 1.0560 -5.2371
H11 0.2618 1.6253 -4.1436
H12 -1.2855 3.4395 -3.3419
H13 -1.1816 3.3484 -5.0920
H14 -3.3972 2.0027 -5.0749
H15 -3.5085 2.4417 -3.3235
H16 -2.8611 4.7282 -5.1368
H17 -3.9204 4.6487 -3.7459
H18 -4.4497 4.0454 -5.3548
Cl1 -0.7482 4.8567 -6.8906
C11 -1.1530 3.9746 -8.3642
Cl2 -1.9102 2.4153 -7.9997
H19 -1.8449 4.5705 -8.9484
H20 -0.2442 3.7949 -8.9234
Cl3 -5.7460 3.2732 -8.7450
C12 -6.2623 1.9031 -7.7531
Cl4 -5.5519 1.9610 -6.1353
H21 -7.3418 1.9308 -7.6613
H22 -5.9497 0.9854 -8.2372
Cl5 0.7689 -2.6859 2.3356
C13 2.2418 -2.7604 3.3119
Cl6 1.8772 -3.0011 5.0245
H23 2.8476 -3.5892 2.9644
H24 2.7818 -1.8270 3.1997
Cl7 6.4057 -4.6444 6.3177
C14 4.7103 -5.1428 6.3788
Cl8 4.4248 -6.6094 5.4350
H25 4.4376 -5.3378 7.4093
H26 4.0979 -4.3458 5.9748
Cl9 1.1801 -10.0995 8.5894
C15 2.5340 -9.0783 8.0922
Cl10 2.0986 -7.3658 8.0816
H27 3.3508 -9.2224 8.7897
H28 2.8367 -9.3628 7.0909
Cl11 1.2881 5.9711 -9.5925
C16 1.7428 7.6154 -9.1186
Cl12 1.5414 7.8857 -7.3865
H29 2.7839 7.7705 -9.3758
H30 1.1130 8.3144 -9.6558
Cl13 -6.2311 5.7475 -2.6850
C17 -5.4075 7.2289 -2.1864
Cl14 -5.2817 8.3901 -3.5128
H31 -5.9692 7.6832 -1.3788
H32 -4.4082 6.9733 -1.8529
Cl15 4.0415 -4.4423 9.7991
C18 4.9278 -5.6181 10.7759
Cl16 5.5282 -6.9551 9.7919
H33 5.7689 -5.1213 11.2447
H34 4.2568 -6.0165 11.5293
Cl17 4.3374 -11.4960 10.1926
C19 4.1442 -10.5918 11.6990
Cl18 3.4672 -8.9843 11.4116
H35 3.4737 -11.1398 12.3503
H36 5.1166 -10.4801 12.1641

(5)
The following is a DFT calculation (the ωB97M-V functional and the def2-TZVPD basis) of a cluster of 9 separate species, C19H36Cl16F2N2O5S in total in a non-equilibrium geometry.

Its max |F| is 2.567 eV/A. The LUMO energy is -0.13 eV. As for the SMILES: O=NOCN(CC(=O)F)S(=O)(=O)F.ClCCCl.ClCCCl.ClCCCl.ClCCCl.ClCCCl.ClCCCl.ClCCCl.ClCCCl.

Positions of all 81 atoms, in Å:
O1 -0.5603 -2.2053 3.2080
N1 -0.8292 -2.2343 2.0818
O2 -0.1455 -1.2072 1.3727
C1 -1.0625 -0.6448 0.4025
N2 -2.4030 -0.5541 0.9898
C2 -3.4849 -1.0940 0.1318
C3 -4.5382 -1.7341 1.0321
O3 -5.6437 -2.0163 0.6641
F1 -4.1522 -2.0243 2.2735
S1 -2.7376 0.9526 1.5585
O4 -3.9558 0.9364 2.2702
O5 -1.5939 1.3858 2.2665
F2 -2.8757 1.8796 0.3145
H1 -0.6697 0.3259 0.1389
H2 -1.0490 -1.3071 -0.4522
H3 -4.0078 -0.3253 -0.4615
H4 -3.0997 -1.9127 -0.4608
Cl1 -5.9604 3.5971 -0.6803
C4 -7.2890 2.5475 -1.2226
C5 -7.1234 1.1306 -0.7409
Cl2 -5.7430 0.3131 -1.5233
H5 -7.3360 2.5987 -2.3073
H6 -8.2100 2.9651 -0.8188
H7 -8.0112 0.5491 -0.9822
H8 -6.9685 1.0890 0.3345
Cl3 -0.9133 -2.4961 -2.5287
C6 -0.8868 -1.5437 -4.0378
C7 -0.3793 -0.1444 -3.8117
Cl4 -1.5344 0.8284 -2.8587
H9 -1.8920 -1.5356 -4.4508
H10 -0.2351 -2.0741 -4.7294
H11 -0.2558 0.3616 -4.7638
H12 0.5782 -0.1397 -3.2955
Cl5 5.2152 -1.4326 1.9803
C8 3.9323 -0.2712 2.4356
C9 2.7032 -0.4161 1.5818
Cl6 2.9714 0.0931 -0.1049
H13 4.3517 0.7296 2.3760
H14 3.6654 -0.4753 3.4695
H15 1.9066 0.2110 1.9771
H16 2.3520 -1.4440 1.5645
Cl7 2.3327 -0.2080 5.6650
C10 2.1386 -1.9658 5.4264
C11 1.3796 -2.6125 6.5545
Cl8 2.3085 -2.6135 8.0760
H17 3.1289 -2.4004 5.3108
H18 1.5913 -2.0999 4.4938
H19 1.1735 -3.6522 6.3072
H20 0.4348 -2.1080 6.7376
Cl9 -8.6199 5.6691 -0.1214
C12 -7.9171 7.2493 0.3021
C13 -7.9965 8.2299 -0.8387
Cl10 -6.9324 7.7728 -2.1927
H21 -6.8893 7.0845 0.6157
H22 -8.4798 7.6288 1.1531
H23 -7.6746 9.2128 -0.4990
H24 -9.0102 8.3126 -1.2217
Cl11 1.6558 2.4590 -5.3534
C14 1.3362 3.9395 -4.4130
C15 1.7360 3.8044 -2.9669
Cl12 0.6943 2.6788 -2.0481
H25 0.2816 4.1819 -4.5149
H26 1.9190 4.7327 -4.8774
H27 1.6492 4.7729 -2.4773
H28 2.7634 3.4619 -2.8711
Cl13 2.8851 -3.6693 -1.1796
C16 4.3868 -4.5594 -1.5305
C17 5.5847 -3.6478 -1.5316
Cl14 5.5653 -2.5120 -2.9096
H29 4.2671 -5.0658 -2.4847
H30 4.4998 -5.3138 -0.7533
H31 6.4924 -4.2345 -1.6199
H32 5.6393 -3.0637 -0.6161
Cl15 7.6246 -5.3831 0.4642
C18 9.1159 -4.5264 0.9376
C19 9.8458 -3.9579 -0.2518
Cl16 10.5389 -5.2320 -1.2867
H33 9.7383 -5.2218 1.4940
H34 8.8192 -3.7198 1.6060
H35 10.6738 -3.3393 0.0892
H36 9.1900 -3.3462 -0.8666

(6)
The following is a DFT calculation (the ωB97M-V functional and the def2-TZVPD basis) of a structure of composition C19H37AlN5O6 in a non-equilibrium geometry.

As for the charge: -1. Its max |F| is 8.004 eV/A. The LUMO energy is 1.79 eV.

Positions of all 68 atoms, in Å:
O1 2.6390 2.9972 -2.4331
C1 2.5091 2.0674 -3.3830
O2 3.2750 2.3036 -4.6459
C2 1.5995 0.6780 -3.2069
Al1 3.0120 -0.8376 -2.9175
C3 4.6052 0.0821 -1.9618
C4 5.9983 0.3335 -2.7625
C5 7.0586 1.1086 -1.8052
C6 6.6476 1.4988 -0.3041
N1 5.4080 1.2481 0.4832
C7 4.4701 0.5434 -0.4330
H1 3.5926 1.3776 -4.9355
H2 0.9027 0.4679 -4.1265
H3 1.0343 0.8039 -2.1866
H4 2.4301 -2.0292 -2.0464
H5 3.4390 -1.4378 -4.3403
H6 6.1858 0.0258 -3.8754
H7 8.1313 1.3844 -2.2162
H8 7.4813 2.1009 0.3070
H9 3.4196 0.2770 0.0734
C8 -1.9368 0.6679 -1.6035
O3 -1.4086 -0.4137 -1.3807
N2 -2.7441 0.9561 -2.6831
C9 -3.3327 2.2650 -2.8755
C10 -3.0133 -0.0816 -3.6567
H10 -1.7981 1.5265 -0.9265
H11 -4.4217 2.1639 -2.8920
H12 -2.9863 2.6716 -3.8299
H13 -3.0478 2.9475 -2.0701
H14 -3.4940 -0.9257 -3.1534
H15 -2.0659 -0.4206 -4.0865
H16 -3.6648 0.2936 -4.4508
C11 -6.9515 1.2241 -1.0550
O4 -5.9269 1.7276 -1.4968
N3 -7.5196 0.0484 -1.4973
C12 -8.7372 -0.4820 -0.9205
C13 -6.8799 -0.6806 -2.5727
H17 -7.5180 1.6960 -0.2358
H18 -8.5306 -1.4745 -0.5098
H19 -9.4957 -0.5587 -1.7047
H20 -9.1101 0.1660 -0.1226
H21 -5.8640 -0.9477 -2.2666
H22 -6.8241 -0.0365 -3.4554
H23 -7.4426 -1.5870 -2.8129
C14 1.1644 -1.5028 0.8614
O5 2.3290 -1.1824 1.0604
N4 0.3082 -2.0308 1.8041
C15 -1.0597 -2.3851 1.4879
C16 0.7902 -2.2383 3.1538
H24 0.6968 -1.3868 -0.1299
H25 -1.7319 -1.8024 2.1244
H26 -1.2022 -3.4521 1.6815
H27 -1.2883 -2.1769 0.4392
H28 1.1182 -1.2794 3.5660
H29 1.6452 -2.9206 3.1253
H30 0.0028 -2.6605 3.7843
C17 2.4447 -1.3729 6.5779
O6 1.5431 -1.8118 5.8757
N5 3.1147 -0.1861 6.3696
C18 4.1732 0.2640 7.2491
C19 2.7498 0.6377 5.2359
H31 2.8007 -1.9197 7.4661
H32 3.8904 1.2301 7.6769
H33 5.0930 0.3739 6.6677
H34 4.3436 -0.4510 8.0587
H35 1.6943 0.9127 5.3209
H36 2.8907 0.0609 4.3168
H37 3.3645 1.5414 5.2016

Number 1: highest occupied orbital energy -1.672 eV. Number 2: highest occupied orbital energy -10.455 eV. Number 3: highest occupied orbital energy -6.287 eV. Number 4: highest occupied orbital energy -9.193 eV. Number 5: highest occupied orbital energy -10.393 eV. Number 6: highest occupied orbital energy -4.598 eV.